# 1
C11H22F3N2O8SV | ωB97M-V/def2-TZVPD

```
48
Properties=species:S:1:pos:R:3:lowdin_charge:R:1
V 0.13309 0.40059 0.28031 0.9296
C 2.41069 -0.72639 3.59531 -0.0218
C 1.48231 -0.19057 2.50908 -0.7154
O 1.75428 0.98666 2.05367 -0.0960
O 0.46146 -0.82450 2.17426 -0.0681
H 3.19569 0.00241 3.79710 0.0673
H 2.92558 -1.62111 3.24536 0.0556
H 1.90135 -1.09816 4.48438 0.0696
C -1.21348 4.00254 -1.02898 -0.1118
C -0.36648 2.91421 -1.75551 -0.4540
O 0.53417 2.15014 -0.99266 -0.3823
H -1.99179 3.63167 -0.36206 0.0363
H -1.52400 4.77720 -1.73010 0.0516
H -0.48275 4.57783 -0.46049 0.0571
H 0.27978 3.38321 -2.49745 0.0775
H -1.07942 2.35946 -2.36549 0.0744
C -0.42581 -3.94907 -1.08489 -0.7191
F 0.43183 -3.54535 -2.01688 0.1308
F -1.07762 -4.98735 -1.54604 0.1583
F 0.14702 -4.13478 0.05115 0.1772
S -1.67786 -2.49955 -0.79295 0.6088
O -0.90725 -1.29556 -0.34248 -0.4250
O -2.25817 -2.21048 -2.15540 -0.3806
O -2.69207 -2.98410 0.17122 -0.3494
C 3.20983 -2.71885 -0.41443 0.0103
C 2.89224 -1.34678 -0.85803 -0.4980
O 1.72026 -0.88077 -0.87654 -0.0173
N 3.82812 -0.76821 -1.56878 0.0085
C 3.80640 0.45366 -2.30617 -0.0446
H 2.46920 -3.42979 -0.78069 0.0733
H 3.07777 -2.71311 0.66753 0.0882
H 4.17735 -3.22007 -0.44245 0.0825
H 4.65252 -1.32980 -1.41045 0.1307
H 2.99359 0.36931 -3.02751 0.0971
H 4.70926 0.73342 -2.84901 0.0826
H 3.57323 1.22782 -1.57513 0.0974
C -3.13793 1.26773 2.89402 0.0283
C -2.90170 1.07576 1.40037 -0.5392
O -1.74210 0.91225 1.02386 -0.0418
N -3.88864 1.16628 0.60113 0.0423
C -3.74876 1.26662 -0.86213 -0.0023
H -2.81247 0.32384 3.33135 0.0903
H -4.20055 1.40763 3.09247 0.0689
H -2.44444 1.97257 3.35268 0.0912
H -4.81872 1.31828 0.96439 0.1395
H -4.79792 1.14161 -1.12994 0.0840
H -3.27834 0.41992 -1.36205 0.0889
H -3.29877 2.23172 -1.09495 0.0688
```

Results
Lowest unoccupied orbital energy (spin up / spin down)   2.7816 / 2.7801 eV
Spin multiplicity   4
Max |F|   4.8 eV/Å
ΔE to the lowest compared entry with this formula, charge and spin   54.2 kJ/mol
Charge   -1
Highest occupied orbital energy (spin up / spin down)   -0.11116 / -0.16474 Eh

---

# 2
C11H22N2O2 | ωB97M-V/def2-TZVPD

```
37
Properties=species:S:1:pos:R:3:lowdin_charge:R:1
C -2.18455 3.69000 -0.15241 -0.0474
C -2.05073 2.52047 0.73688 -0.0241
C -1.63307 1.34690 0.32007 -0.3166
O -1.07850 0.91832 -0.86859 0.0783
O -1.58175 0.22830 1.19589 0.0575
C -1.37536 -1.01359 0.68208 -0.2474
C -0.29759 -1.48422 0.02518 0.0290
C 0.97536 -0.84790 -0.29355 -0.0282
C 1.77939 -0.12881 0.48439 -0.0182
N 3.09862 0.18167 -0.12918 0.0210
C 4.27033 -0.48524 0.54471 -0.1510
C 5.48449 0.13749 -0.13650 -0.0229
N -2.54203 -1.85636 1.01554 0.0853
C -3.29318 -2.36278 -0.18019 -0.1239
C -3.90469 -1.08841 -0.73082 -0.0071
H -3.19329 3.94447 -0.38154 0.0934
H -1.69499 3.69502 -1.03525 0.0444
H -2.03668 4.65627 0.23229 0.0812
H -2.32524 2.54380 1.73352 0.1122
H -0.82443 1.65608 -1.37693 0.1022
H -0.47683 -2.42166 -0.24743 0.0875
H 1.28954 -1.15241 -1.33035 0.1554
H 1.34476 0.25873 1.31803 0.1182
H 3.21586 -0.00272 -1.16240 0.1989
H 3.10968 1.25992 -0.02339 0.2246
H 4.39770 -0.15821 1.64558 0.1789
H 4.02632 -1.46724 0.30805 0.1130
H 5.28917 -0.09167 -1.10842 0.0569
H 5.51277 1.11185 0.16395 0.0688
H 6.26382 -0.48450 0.24979 0.1069
H -2.22782 -2.53338 1.81366 0.2450
H -3.33643 -1.37222 1.53105 0.2118
H -2.65207 -2.85135 -0.78961 0.0893
H -3.88892 -3.15555 0.27428 0.1488
H -3.80914 -0.29110 -0.01856 0.0757
H -3.33073 -0.84936 -1.59692 0.0907
H -4.97464 -1.22765 -0.90086 0.1121
```

Results
Lowest unoccupied orbital energy   -6.4669 eV
Max |F|   5.3 eV/Å
SMILES string   C/C=C(\O)O/C(=C\C=C\[NH2+]CC)[NH2+]CC
ΔE to the lowest compared entry with this formula, charge and spin   59.0 kJ/mol
Charge   +2
Highest occupied orbital energy   -0.54244 Eh

---

# 3
C11H22N2O3 | ωB97M-V/def2-TZVPD

```
38
Properties=species:S:1:pos:R:3:lowdin_charge:R:1
C -0.52918 2.27864 -1.76973 -0.0551
C -1.99971 2.14480 -1.38357 -0.4820
C -2.44743 2.91038 -0.09402 -0.0791
C -2.39038 0.70620 -1.31893 -0.1248
C -1.48209 -0.11134 -0.27771 -0.1874
N -0.12594 -0.51919 -0.63394 0.0997
C 0.96503 -0.00096 0.11160 -0.4470
O 0.84860 1.02876 0.76268 0.0361
C 2.35180 -0.48020 -0.18776 -0.2780
N 3.42072 0.52001 0.01115 0.0160
C 2.54458 -1.65788 0.89897 -0.3806
C 1.39816 -2.70828 0.82756 -0.1179
C 2.91473 -1.32420 2.36794 -0.1058
C -2.23538 -1.38379 -0.20793 -0.5349
O -1.66979 -2.43144 -0.49802 0.0612
O -3.44502 -1.40714 0.26718 0.1145
H 0.12309 2.04549 -0.90809 0.0600
H -0.69837 3.44412 -1.90443 0.1251
H -0.38558 1.76338 -2.64845 0.0471
H -2.64222 2.58353 -2.18552 0.1366
H -2.75803 3.95383 -0.37838 0.0695
H -3.43285 2.29776 0.11272 0.0961
H -1.73874 2.99550 0.87154 0.1208
H -3.39923 0.56254 -0.81373 0.1166
H -2.49137 0.29448 -2.28870 0.1148
H -1.49747 0.35589 0.77492 0.1912
H -0.11199 -1.57391 -0.74155 0.1102
H 2.30542 -0.98819 -1.07251 0.1099
H 3.41933 1.45583 -0.58915 0.1311
H 3.43668 0.88377 1.05026 0.0895
H 3.36432 -2.40801 0.59967 0.1416
H 0.25038 -2.36317 1.09639 0.1258
H 1.71495 -3.57826 1.44590 0.0759
H 1.33688 -3.26205 -0.15073 0.0876
H 3.30658 -0.21796 2.32435 0.0657
H 3.63942 -2.20314 2.85272 0.1250
H 2.00745 -1.27121 3.20465 0.1177
H -3.86738 -2.33457 0.47267 0.2072
```

Results
Lowest unoccupied orbital energy   0.4147 eV
Max |F|   5.6 eV/Å
SMILES string   CC(C)C[C@H](NC(=O)[C@@H](N)C(C)C)C(=O)O
ΔE to the lowest compared entry with this formula, charge and spin   501.8 kJ/mol
Highest occupied orbital energy   -0.34266 Eh